[1]
Formula: C4H9N
Source: the OMol25 dataset
Level of theory: ωB97M-V/def2-TZVPD

Computed properties:
- 2S+1 = 1
- energy above the lowest of the compared OMol25 structures with the same formula, charge and spin (eV) = 3.332
- charge = 0
- LUMO level (eV) = 0.927
- maximum force (eV/Å) = 3.22
- HOMO (eV) = -8.7

The geometry in XYZ format:
```
14
C4H9N ωB97M-V/def2-TZVPD
C -1.42623 -1.07877 -2.69910
C -0.48676 -1.91833 -2.25715
C 0.51912 -1.76498 -1.14654
H -1.51759 -0.72818 -3.70874
H -2.00111 -0.50551 -1.97333
H -0.19638 -2.77581 -2.91226
H 1.06252 -0.81165 -1.26641
H -0.05865 -1.46767 -0.25571
H 1.18700 -2.60821 -1.13646
C 0.87887 3.02138 3.24312
N -0.31733 2.60014 3.42180
H 1.30028 3.23071 2.26125
H 1.39232 2.79560 4.17966
H -0.33606 2.01128 4.24987
```

Atom charges from the natural (NBO) analysis, given in e for atoms 1 to 2: C -0.429; C -0.142



[2]
Formula: C41H43BrKN6OS2
Source: the OMol25 dataset
Level of theory: ωB97M-V/def2-TZVPD

Computed properties:
- 2S+1 = 2
- energy above the lowest of the compared OMol25 structures with the same formula, charge and spin (eV) = 1.513
- charge = -2
- LUMO level (spin up / spin down) (eV) = 3.901 / 3.900
- maximum force (eV/Å) = 1.98
- HOMO (spin up / spin down) (eV) = -0.5 / -0.7

The geometry in XYZ format:
```
95
C41H43BrKN6OS2 ωB97M-V/def2-TZVPD
K -0.74146 0.04461 -0.22033
N -0.45692 -4.73091 -1.93901
C -0.65966 -3.36408 -1.71967
S -1.86066 -2.97260 -0.59947
N -0.00250 -2.59022 -2.53035
N 0.27087 -1.32041 -2.30850
C 0.48109 -0.52880 -3.32082
C 0.24073 -0.94644 -4.71658
C 1.30134 -0.94714 -5.62524
C 1.13894 -1.44048 -6.90467
C -0.09483 -1.92446 -7.31368
C -1.16155 -1.90404 -6.42760
C -0.99482 -1.43511 -5.13902
C 1.09950 0.75735 -3.08637
C 0.84973 1.84311 -3.94271
C 1.46249 3.04872 -3.68906
C 2.34336 3.14689 -2.61913
C 2.52783 2.01967 -1.83543
N 1.93120 0.86822 -2.04477
H -0.80212 -5.28356 -1.16717
H 0.48288 -4.95965 -2.23282
H 2.26503 -0.57594 -5.29996
H 1.98277 -1.46544 -7.58491
H -0.21891 -2.31955 -8.31440
H -2.12995 -2.26149 -6.75116
H -1.82489 -1.42622 -4.44767
H 0.17082 1.72273 -4.77628
H 1.27006 3.90637 -4.32085
H 2.83909 4.07433 -2.37911
H 3.20718 2.03973 -0.99283
C 2.90832 7.18183 -1.04561
C 1.72741 7.32454 -0.07205
C 0.86100 8.50303 -0.52878
C 2.26458 7.65924 1.32854
C 0.96688 6.00857 -0.04257
C 1.54019 4.89540 0.56339
C 0.88509 3.69582 0.53648
Br 1.63532 2.21205 1.49094
C -0.35252 3.43772 -0.11642
O -0.79685 2.26171 -0.18704
C -0.97295 4.62408 -0.63273
C -0.29408 5.82836 -0.59785
C -2.41309 4.65719 -1.13971
C -3.06249 3.27737 -1.21378
C -3.23745 5.50857 -0.15518
C -2.48113 5.26911 -2.55019
H 3.51200 8.09142 -1.06758
H 2.53873 6.98357 -2.05104
H 3.54065 6.35019 -0.74246
H 1.44132 9.42596 -0.48529
H -0.00654 8.61537 0.11817
H 0.52085 8.37126 -1.55352
H 2.72444 8.64899 1.33318
H 3.01391 6.93766 1.64156
H 1.45209 7.64551 2.05265
H 2.49208 4.95042 1.07039
H -0.79320 6.68718 -1.02122
H -3.05592 2.79795 -0.24144
H -2.51825 2.64231 -1.90654
H -4.09548 3.36727 -1.55387
H -3.19000 5.06047 0.83586
H -4.28315 5.55690 -0.46223
H -2.85577 6.52620 -0.08460
H -1.87266 4.67443 -3.22969
H -2.12065 6.29607 -2.57310
H -3.51023 5.26830 -2.91337
N -2.96123 0.24208 1.95470
C -3.69401 -0.15671 1.00974
C -5.00151 -0.70499 1.11133
C -5.24840 -2.08203 1.26946
C -6.53672 -2.57066 1.28436
C -7.62846 -1.72042 1.15179
C -7.40193 -0.36263 0.96724
C -6.11770 0.13213 0.92467
H -4.40806 -2.75550 1.36121
H -6.70659 -3.63544 1.40919
H -8.63879 -2.11056 1.20077
H -8.24449 0.31589 0.87625
H -5.93665 1.18838 0.77795
C 3.94495 -3.69290 4.22081
C 3.08312 -2.90471 3.27891
C 3.12619 -3.09561 1.90207
C 2.28683 -2.34854 1.08880
N 1.43525 -1.45046 1.55327
C 1.40350 -1.24878 2.86091
C 2.19755 -1.94318 3.75866
H 4.57249 -4.39766 3.68134
H 3.32733 -4.24875 4.92521
H 4.58524 -3.02715 4.79751
H 3.80735 -3.81958 1.47341
H 2.29287 -2.47246 0.01405
H 0.71488 -0.49062 3.20653
H 2.13189 -1.74165 4.81901
S -1.43328 1.39884 3.94696
C -2.38166 0.57006 2.96013
```

Atom charges from the Löwdin analysis, given in e for atoms 1 to 2: K 0.563; N 0.006



[3]
Formula: C26H32AsCrF5NO3SiTe
Source: the OMol25 dataset
Level of theory: ωB97M-V/def2-TZVPD

Computed properties:
- 2S+1 = 4
- energy above the lowest of the compared OMol25 structures with the same formula, charge and spin (eV) = 0.718
- charge = 0
- LUMO level (spin up / spin down) (eV) = -0.790 / -2.944
- maximum force (eV/Å) = 0.74
- HOMO (spin up / spin down) (eV) = -7.7 / -7.9

The geometry in XYZ format:
```
71
C26H32AsCrF5NO3SiTe ωB97M-V/def2-TZVPD
Cr 0.99550 -0.78993 -1.70749
C 0.45654 0.13116 -5.78779
Si -0.39091 0.64164 -4.20532
C -1.72234 -0.61400 -3.82028
C -1.28507 2.27969 -4.39264
N 0.76328 0.72683 -2.87420
C 1.60647 1.82581 -2.71972
C 2.01970 2.69095 -3.73567
C 2.84292 3.77437 -3.46103
C 3.30167 4.01369 -2.17482
C 2.94378 3.14365 -1.15176
C 2.11596 2.08416 -1.44705
O 1.76934 1.10167 -0.53106
C 1.62184 1.45658 0.80112
C 2.25930 0.68836 1.75674
C 2.04995 0.98788 3.09718
C 1.22481 2.04052 3.46566
C 0.60626 2.80823 2.48667
C 0.79987 2.51808 1.14484
H -0.28871 -0.08392 -6.55799
H 1.03053 -0.78156 -5.61274
H 1.13653 0.89001 -6.17989
H -2.65223 -0.30671 -4.30567
H -1.92273 -0.69173 -2.75031
H -1.48066 -1.60148 -4.21256
H -2.04396 2.16493 -5.17142
H -0.66606 3.13497 -4.65290
H -1.80616 2.51345 -3.46033
H 1.70716 2.50930 -4.75481
H 3.13688 4.42966 -4.27071
H 3.95187 4.85215 -1.96702
H 3.30822 3.28433 -0.14227
H 2.87600 -0.14087 1.44075
H 2.53326 0.38791 3.85805
H 1.05204 2.25602 4.51222
H -0.04257 3.62720 2.76933
H 0.31706 3.09508 0.36625
C 0.16586 -4.31303 1.68598
As -0.89735 -3.24193 0.49464
C -0.79387 -0.65313 1.69641
C -2.74892 -3.74602 0.66751
O -0.60267 -0.78750 -0.68607
H -0.26246 -4.28443 2.68616
H 1.18068 -3.92237 1.67976
H 0.15629 -5.32798 1.29266
H -1.77629 -2.03862 3.01617
H -0.73751 0.43086 1.66882
H -0.04893 -1.87795 3.29652
H -3.09082 -3.56308 1.68543
H -2.84322 -4.79945 0.41191
H -3.32179 -3.14750 -0.03777
F 1.93862 -1.52141 -0.36149
Te -0.52614 -3.71143 -2.29688
F 1.19010 -4.36105 -1.75592
F -0.15211 -4.32461 -4.00337
F -1.02803 -5.44158 -1.68225
F -2.39456 -3.68164 -2.85901
O 0.87572 -1.97311 -2.83871
C -0.70806 -1.29440 0.53426
C -0.95105 -1.31485 3.04425
C -1.22859 -0.33943 4.16278
C -2.21768 0.62988 4.02875
C -2.46757 1.53033 5.05246
C -1.73270 1.47034 6.22962
C -0.75086 0.50210 6.37484
C -0.50183 -0.39504 5.34494
H -2.78961 0.68862 3.10932
H -3.23761 2.28156 4.93189
H -1.92657 2.17390 7.02871
H -0.17278 0.44700 7.28842
H 0.27695 -1.14115 5.45788
```

Atom charges from the Löwdin analysis, given in e for atoms 1 to 2: Cr 0.914; C -0.157



[4]
Formula: C16H17N
Source: the OMol25 dataset
Level of theory: ωB97M-V/def2-TZVPD

Computed properties:
- 2S+1 = 1
- energy above the lowest of the compared OMol25 structures with the same formula, charge and spin (eV) = 0.608
- charge = 0
- LUMO level (eV) = 0.950
- maximum force (eV/Å) = 1.62
- HOMO (eV) = -7.8

The geometry in XYZ format:
```
34
C16H17N ωB97M-V/def2-TZVPD
C 4.15394 -1.98517 2.75616
C 2.77770 -1.50761 3.08413
C 2.00202 -1.92469 4.11111
N 0.79275 -1.25744 4.11171
C 0.78006 -0.39681 3.04941
C -0.18372 0.56157 2.69933
C -0.00074 1.12810 1.45303
C 1.20531 1.02657 0.73886
C 2.24717 0.27900 1.25243
C 2.01519 -0.49322 2.40357
H 4.17312 -3.05931 2.61511
H 4.90163 -1.69465 3.49226
H 4.45387 -1.50872 1.81860
H 2.19352 -2.66295 4.87703
H -0.00550 -1.47058 4.68554
H -1.10392 0.65684 3.25981
H -0.80423 1.74330 1.07118
H 1.34948 1.61719 -0.14810
H 3.26116 0.41303 0.88967
C -3.82090 1.83060 -4.29077
C -2.83290 1.04175 -3.50695
C -1.75504 1.71991 -2.90897
C -0.78529 1.01107 -2.24165
C -0.82721 -0.37960 -2.10871
C -1.82266 -1.04918 -2.78782
C -2.79022 -0.33976 -3.49945
H -4.10987 2.83413 -3.95470
H -4.78742 1.38197 -4.46876
H -3.41324 2.06549 -5.28173
H -1.71206 2.79891 -3.00558
H 0.10716 1.49947 -1.86541
H -0.20619 -0.88438 -1.38143
H -1.94170 -2.12357 -2.82877
H -3.51128 -0.87126 -4.09012
```

Atom charges from the natural (NBO) analysis, given in e for atoms 1 to 2: C -0.628; C -0.083